Entry 1:
ORCA calculation (wB97M-V/def2-TZVPD) on 2 unconnected molecules or ions with the total composition C3H10N5.

Structure (XYZ):
```
18
Properties=species:S:1:pos:R:3
C -1.01694 -0.33180 -1.68806
C -1.60399 0.26907 -0.46981
C -0.54854 0.42246 0.72930
N 0.30980 -0.10347 -1.93857
N 0.73514 0.49868 0.22493
N -1.70569 -1.12791 -2.49151
N 2.63580 0.13339 2.26125
N 1.07488 0.34153 -1.03259
H -1.89860 1.32103 -0.78367
H -2.47300 -0.29809 -0.05139
H -0.85963 1.28808 1.30053
H -0.74708 -0.51423 1.38004
H 1.55253 0.19246 0.95529
H -2.75023 -1.26634 -2.38215
H -1.44398 -1.29170 -3.50691
H 3.57687 0.26481 1.83468
H 2.56247 0.95943 2.92866
H 2.60020 -0.75739 2.72999
```

Properties
E_HOMO = -13.72 eV
Total charge = +1
M = 116.1 g/mol

***

Entry 2:
ORCA calculation (wB97M-V/def2-TZVPD) on 2 unconnected molecules or ions with the total composition C3H10N5.

Structure (XYZ):
```
18
Properties=species:S:1:pos:R:3
C 2.08288 -0.73190 2.40975
C 0.87387 2.00104 -0.63829
C -0.40779 -0.16544 -0.48133
N -3.31060 -1.48910 -1.56463
N 1.37092 -1.23207 1.50964
N -2.64006 -0.46486 -1.32631
N -1.55847 -0.84462 -0.52518
N -0.35395 1.12469 -0.71293
H 3.11373 -1.06648 2.65786
H 1.63919 0.01642 3.07509
H 1.15266 2.16441 -1.68819
H 0.55784 3.04717 -0.20361
H 1.65357 1.60820 -0.02619
H 0.37145 -0.50784 0.24909
H -4.08647 -1.41834 -2.23181
H -1.49241 -1.81451 -0.16395
H 2.03162 -1.88398 0.94204
H -0.99797 1.65721 -1.28102
```

Properties
E_HOMO = -14.26 eV
Total charge = +1
M = 116.1 g/mol

***

Entry 3:
ORCA calculation (wB97M-V/def2-TZVPD) on a gas-phase ion, C3H10N5 (charge +1).

Structure (XYZ):
```
18
Properties=species:S:1:pos:R:3
C 0.14871 0.43045 -0.68588
C -1.77633 -1.37761 0.27242
C 1.36453 0.01867 0.20405
N -0.33817 1.76880 -0.48630
N -1.60477 1.99230 -0.28172
N -2.22742 0.85936 -0.28388
N -1.38230 -0.17618 -0.49161
N 1.62870 1.25756 1.00580
H 0.26083 0.05280 -1.74455
H -1.85599 -2.16042 -0.42062
H -1.06565 -1.66929 1.02460
H -2.77248 -1.30378 0.79597
H 2.17537 -0.22091 -0.41190
H 1.08959 -0.84776 0.89692
H -3.12121 0.84379 0.11512
H 0.24512 2.46806 -0.14671
H 2.53666 1.71510 0.74366
H 1.92763 1.04892 1.98820
```

Properties
Expectation value of S² = 2.007
E_HOMO (alpha / beta) = -10.97 / -14.43 eV
Multiplicity = 3
Total charge = +1
M = 116.1 g/mol

***

Electronic energy across the listed records, respectively: -10715.2015 -10714.0165 -10710.7162 eV.